Entry from the Open Molecules 2025 dataset: a structure of composition C3H7FN2S (ωB97M-V with the def2-TZVPD basis set).

Cartesian coordinates (Å):
1 C -1.3703 -0.1208 -0.1492
2 C 1.2333 -0.7878 0.5323
3 C 1.9332 -0.0018 -0.6571
4 H -1.2033 0.7236 1.9449
5 H -2.3670 1.5102 0.6333
6 H -2.8853 0.5094 -1.2177
7 H 1.0260 -0.2565 1.4256
8 H 2.0039 -1.6734 0.7108
9 H 3.1516 0.2299 -0.6116
10 H 1.3994 -0.4171 -1.8185
11 N -1.6042 0.8541 0.8536
12 N -2.1016 -0.2870 -1.2817
13 F 1.1359 1.2702 -0.3757
14 S -0.3517 -1.5530 0.0111

Cartesian forces, eV/Å:
C -3.101 -0.207 -2.068
C 2.925 -3.400 -2.319
C -2.725 1.326 -0.610
H -1.764 0.526 -4.497
H 0.804 -0.572 0.642
H 1.763 -2.053 -0.403
H 0.556 0.852 0.593
H -1.904 1.428 0.205
H -3.552 -0.618 -0.143
H 2.248 1.261 3.694
N 1.696 -1.559 2.054
N 0.009 3.412 3.604
F 2.075 -1.042 -1.377
S 0.971 0.644 0.624

Summary:
- 2S+1: 1
- LUMO level: 0.63 eV
- Relative energy (zero: lowest compared OMol25 entry of this formula, charge and spin): 297.47 kJ/mol
- Kohn-Sham gap: 9.5 eV

Just the Mulliken charges please, in e? Sure, here they are:
1. C 0.591
2. C -0.616
3. C -0.169
4. H 0.255
5. H 0.196
6. H 0.171
7. H 0.300
8. H 0.282
9. H 0.271
10. H 0.249
11. N -0.440
12. N -0.640
13. F -0.333
14. S -0.118